Entry from the Open Molecules 2025 dataset: a structure of composition C33H55N2O5PS2Y (ωB97M-V/def2-TZVPD).

Geometry as XYZ:
```
99
Properties=species:S:1:pos:R:3:nbo_charge:R:1
Y 0.21 0.20 0.01 1.64
O -4.29 -2.59 3.71 -0.52
C -3.43 -2.06 3.05 0.38
C -3.53 -0.68 2.39 0.38
O -4.51 0.04 2.39 -0.55
C -2.23 -0.47 1.75 0.25
C -1.42 -1.60 1.90 0.22
O -0.26 -1.64 1.34 -0.84
C -2.06 -2.63 2.71 0.36
O -1.63 -3.72 3.04 -0.58
O -1.81 0.53 1.07 -0.80
C 2.16 -3.07 0.88 -0.42
N 2.47 -1.77 0.27 -0.45
C 3.22 -2.03 -0.96 -0.42
C 3.31 -0.99 1.19 -0.24
C 2.55 -0.44 2.37 -0.22
N 1.71 0.72 2.02 -0.51
C 2.53 1.91 1.76 -0.43
C 0.76 1.01 3.10 -0.41
H 3.10 -3.61 1.08 0.16
H 1.56 -3.66 0.19 0.21
H 1.59 -2.96 1.79 0.24
H 4.11 -2.65 -0.74 0.16
H 3.52 -1.10 -1.42 0.24
H 2.59 -2.58 -1.66 0.20
H 3.76 -0.18 0.61 0.22
H 4.14 -1.62 1.55 0.18
H 3.25 -0.15 3.17 0.18
H 1.89 -1.20 2.78 0.23
H 3.21 2.10 2.60 0.17
H 1.87 2.76 1.61 0.25
H 3.11 1.78 0.84 0.23
H 1.28 1.37 4.00 0.18
H 0.19 0.12 3.35 0.22
H 0.07 1.79 2.76 0.24
C 2.95 3.24 -2.97 -0.64
C 1.93 2.63 -2.04 -0.18
S 1.98 0.86 -1.94 -0.50
C 1.09 3.41 -1.34 -0.16
C 1.16 4.92 -1.48 -0.64
S -0.16 2.82 -0.24 -0.43
H 3.49 2.47 -3.50 0.22
H 3.68 3.86 -2.43 0.20
H 2.47 3.89 -3.71 0.20
H 2.11 5.31 -1.12 0.20
H 0.36 5.39 -0.91 0.22
H 1.06 5.23 -2.53 0.20
C -0.18 -0.42 -6.30 -0.40
C 0.72 -1.06 -5.24 -0.40
C -0.12 -1.57 -4.06 -0.39
C -1.34 -0.66 -3.79 -0.54
C -1.00 0.78 -4.21 -0.43
C -0.82 0.86 -5.73 -0.39
P -1.78 -0.73 -2.00 0.90
C -2.07 -2.50 -1.56 -0.52
C -0.79 -3.33 -1.43 -0.40
C -1.05 -4.53 -0.51 -0.41
C -2.48 -5.06 -0.68 -0.41
C -2.97 -4.82 -2.10 -0.39
C -3.10 -3.31 -2.37 -0.41
C -3.48 -0.01 -1.82 -0.51
C -3.45 1.51 -1.52 -0.41
C -4.87 2.06 -1.60 -0.39
C -5.40 2.01 -3.04 -0.40
C -4.77 0.87 -3.84 -0.39
C -4.49 -0.34 -2.95 -0.41
H -0.96 -1.13 -6.58 0.19
H 0.38 -0.19 -7.21 0.20
H 1.44 -0.33 -4.88 0.22
H 1.30 -1.89 -5.67 0.20
H 0.52 -1.61 -3.18 0.22
H -0.47 -2.59 -4.26 0.20
H -2.19 -1.01 -4.39 0.21
H -0.08 1.07 -3.69 0.25
H -1.77 1.48 -3.89 0.21
H -0.18 1.72 -5.96 0.20
H -1.78 1.04 -6.21 0.19
H -2.46 -2.38 -0.54 0.24
H 0.04 -2.73 -1.04 0.22
H -0.48 -3.67 -2.42 0.20
H -0.87 -4.25 0.53 0.24
H -0.33 -5.33 -0.75 0.19
H -3.15 -4.55 0.03 0.20
H -2.52 -6.12 -0.42 0.21
H -3.93 -5.31 -2.28 0.20
H -2.26 -5.27 -2.80 0.19
H -4.10 -2.97 -2.11 0.21
H -2.97 -3.11 -3.44 0.19
H -3.82 -0.49 -0.90 0.24
H -2.81 2.05 -2.22 0.20
H -3.03 1.66 -0.53 0.27
H -4.90 3.08 -1.22 0.21
H -5.51 1.47 -0.94 0.20
H -5.21 2.96 -3.55 0.20
H -6.49 1.89 -3.03 0.19
H -3.82 1.20 -4.28 0.19
H -5.41 0.58 -4.68 0.20
H -4.16 -1.18 -3.55 0.20
H -5.44 -0.65 -2.49 0.20
```

Computed properties:
HOMO level in eV: -4.1
Electronic energy in eV: -80341.0732
Total charge: -1
Kohn-Sham gap in eV: 6.60
LUMO energy in eV: 2.5